Record 1
Density functional theory data (ωB97M-V with the def2-TZVPD basis set) for a cluster of 11 separate species, C11H40N20O13 in total.

Results
HOMO-LUMO gap	8.6842	eV
M	660.57	u
energy relative to the best compared isomer or geometry (same formula, charge and spin)	0.2924	eV
total charge	-2
calculated total energy	-2517.024506	a.u.

Each line ends with the Mulliken charge.
Cartesian coordinates (Å):
H (-0.52408, 0.19419, -2.37823)  -0.189
H (1.96587, 2.32234, 0.24596)  0.056
H (1.77294, -1.04160, -1.88673)  -0.032
H (1.32552, -1.53361, 4.58372)  0.242
H (2.34529, 3.91055, 0.56721)  0.242
H (-3.36202, -2.84391, -2.13899)  0.232
N (-3.07908, 2.78837, -2.60873)  -0.257
O (-0.50224, 2.13142, 6.24628)  -0.714
C (4.04337, 1.62213, -3.09770)  0.545
H (2.06383, -2.73466, -2.31881)  0.248
N (-4.13234, -2.42448, -2.67063)  -0.489
H (-0.62701, 3.87067, -0.79105)  0.126
O (3.89597, -3.01436, -0.58540)  -0.681
H (2.51231, -0.06183, -0.12649)  -0.403
N (-0.64256, 0.18441, -3.36634)  -0.182
N (3.19578, 1.34748, 2.12976)  -0.159
H (2.40085, 0.72400, 1.88313)  -0.106
C (0.11673, 0.14628, 0.09976)  -0.370
N (0.87955, 1.89755, -3.47959)  -0.063
O (-3.98628, -0.41174, 3.38678)  -0.746
H (-1.50288, -0.29610, -3.74184)  0.246
N (-1.29103, 3.18839, -1.11570)  -0.163
H (-3.78265, 0.84473, 1.41823)  0.213
N (-1.36742, -3.52302, 0.64352)  0.068
H (3.76873, -0.83355, 0.73831)  0.290
H (-2.75019, 1.49401, 6.41672)  0.214
H (0.78384, -2.49626, 1.27265)  0.067
N (1.56814, -2.97540, 1.76393)  -0.144
O (3.85910, 2.65037, -3.73458)  -0.752
N (2.40751, -1.84862, -1.89922)  -0.280
H (-1.68823, -1.51763, 3.79646)  0.429
O (3.64730, 3.48844, 2.58414)  -0.729
H (-1.80843, -4.01475, 1.42126)  0.233
C (3.15654, 2.67601, 1.80310)  0.388
H (1.58232, 2.52426, -3.95364)  0.165
H (-3.62844, 3.30527, -3.24634)  0.218
O (-5.76095, -0.84509, -2.16069)  -0.676
H (2.25654, -3.52776, 1.22125)  0.157
C (-3.03474, -0.51147, 2.61975)  -0.036
O (-0.33123, 1.27371, -5.35196)  -0.734
H (3.63931, 0.43426, -4.62782)  0.211
H (0.64314, -1.10452, 2.95454)  0.320
N (-0.80105, -3.29220, -1.56409)  -0.127
N (-2.39587, 1.07311, 5.59266)  -0.303
H (4.38126, 0.89254, -1.19941)  0.211
C (-2.25778, 3.65310, -1.96283)  0.411
H (3.86466, -0.37546, -3.12981)  0.218
O (-2.39942, 4.82632, -2.11931)  -0.711
H (-2.29005, 0.07229, 0.77809)  -0.094
O (0.83876, 0.85603, -0.59262)  0.263
H (0.30062, 1.89716, 4.00813)  0.092
H (-4.77748, -3.16051, -2.73332)  0.276
H (-1.09018, -1.09041, 2.26985)  -0.456
H (-0.60436, -3.72448, -2.42969)  0.195
C (-1.45276, -4.03949, -0.62626)  0.317
H (3.58267, 1.14330, 3.06763)  0.233
O (0.33654, 0.00142, 1.36183)  -0.129
C (3.24245, -2.01796, -0.83063)  0.397
N (3.86256, 0.42940, -3.65519)  -0.278
N (3.32461, -0.72400, -0.12684)  -0.108
O (-0.84584, -0.47329, -0.43587)  1.261
N (-1.90037, -1.43328, 2.81711)  -0.109
N (4.50176, 1.66292, -1.81268)  -0.417
H (1.08042, 1.85257, -2.47817)  0.083
C (-1.11573, 1.57039, 5.34701)  0.538
H (4.61347, 2.53981, -1.28080)  0.269
C (-0.12812, 1.20767, -4.15198)  0.210
H (-0.98287, -2.63435, 0.83690)  -0.142
N (-3.65224, -0.31052, -1.63466)  0.053
C (-4.60323, -1.18595, -2.10583)  0.378
N (-2.97754, 0.27697, 1.52821)  -0.008
C (1.85461, -2.74626, 3.08456)  0.341
O (2.58271, -3.36270, 3.79421)  -0.715
O (-2.04682, -5.10064, -0.89925)  -0.765
H (-0.38200, -2.42138, -1.31144)  -0.170
H (-2.73724, -0.58209, -1.22217)  -0.507
N (1.06855, -1.77650, 3.60474)  -0.199
H (-2.85536, 1.81149, -2.84209)  0.190
H (-4.02865, 0.53149, -1.28229)  0.289
N (-0.58427, 1.41905, 4.10878)  -0.138
H (-2.89729, 0.79527, 4.78070)  0.196
H (-1.10257, 1.30998, 3.24863)  0.090
N (2.63531, 2.97381, 0.57711)  -0.233
H (-1.19052, 2.19686, -0.89491)  0.091

---

Record 2
Density functional theory data (ωB97M-V with the def2-TZVPD basis set) for a structure of composition C23H45Cl3FeN2O6PSi.

Results
HOMO-LUMO gap (spin up / spin down)	3.1870 / 8.0474	eV
M	666.89	u
energy relative to the best compared isomer or geometry (same formula, charge and spin)	0.1447	eV
2S+1	6
calculated total energy	-4739.348074	a.u.

Each line ends with the Löwdin spin population.
Cartesian coordinates (Å):
Cl (-3.02724, 5.57542, 0.00901)  0.158
H (0.34210, -3.96917, -2.28380)  0.000
H (-2.10607, 2.82392, -2.67532)  0.001
H (1.82332, 3.26387, 2.92032)  0.001
C (0.59009, -3.67918, 1.20805)  0.001
O (-1.05171, -1.14392, 5.11352)  0.125
H (2.07230, 4.71928, 1.97391)  0.000
H (-0.73456, 3.91586, -2.48204)  0.002
H (-1.21003, 3.41052, -1.07898)  0.010
C (-0.96723, -2.41281, -2.89001)  0.000
C (-0.57741, -2.33077, -0.50150)  0.002
N (-0.00484, 4.36038, 2.36471)  0.009
H (-3.03284, -1.97177, -3.67947)  0.000
H (0.10774, -2.93007, 4.68041)  0.011
O (-1.23479, 1.11811, 3.98611)  0.053
O (-0.09844, -0.78506, 2.75353)  0.040
C (3.08488, -0.28368, -1.00251)  0.000
C (1.59970, 3.00474, -1.88794)  0.000
H (3.19667, -0.55677, 0.06461)  0.000
C (-1.16281, 2.94776, -2.10216)  0.028
H (3.65842, -1.67725, -3.87766)  0.000
H (-0.39499, 5.73882, 3.96335)  0.001
H (-0.36487, 1.63274, -4.99993)  0.000
H (-1.86557, 5.08843, 3.05771)  0.001
Cl (-3.79814, 1.68862, 0.50361)  0.192
H (0.43127, 3.07530, -4.33885)  0.000
H (-2.91704, 1.14948, 5.34562)  0.016
H (2.55712, 2.89734, -2.38925)  0.000
H (-2.74490, -4.38877, 1.25826)  0.003
O (0.23657, 2.62629, 0.99498)  0.014
H (-1.71044, 3.52908, 1.22878)  0.013
H (-1.83806, -2.57211, -4.91095)  0.000
H (-1.71271, -3.11874, 4.56062)  0.013
H (1.40262, 1.64261, -4.71831)  0.000
C (-1.79514, -3.95408, 0.93738)  0.005
H (4.39395, -3.04682, -2.00468)  0.000
H (-1.31601, 1.75928, 5.95079)  0.010
H (-2.68809, -2.77792, -0.58228)  0.004
C (-0.86486, -2.65466, 5.11581)  0.064
C (-1.94289, -1.96148, -3.97524)  0.000
C (1.16779, -0.16510, 2.67381)  0.026
H (1.51782, 0.12158, 3.66321)  0.012
C (-1.99940, 1.72195, 5.08619)  0.045
C (3.07514, -0.97091, -3.32195)  0.000
H (-2.27182, 2.73434, 4.74502)  0.004
H (-0.12866, -4.16842, -5.02487)  0.000
O (2.76243, 0.89191, -1.33846)  0.000
H (2.03011, -1.08353, -3.56239)  0.000
Si (0.29130, 1.72532, -2.43032)  0.003
O (-0.11719, -0.07088, -2.23566)  0.001
C (-0.60640, -4.28772, 1.59896)  0.002
P (-1.24916, -0.41622, 3.71577)  0.206
C (-0.51182, 3.47085, 1.46824)  0.037
C (-1.74405, -3.02744, -0.09514)  0.006
H (-0.63720, -5.00671, 2.42853)  0.001
C (-0.59187, -4.62115, -4.15607)  0.000
H (1.83058, -0.90683, 2.23483)  0.003
H (1.09297, 0.71191, 2.03400)  0.003
C (1.43483, 4.27358, 2.75677)  0.005
C (-0.83311, -1.31946, -1.78419)  0.001
H (2.66898, -3.25844, -1.65687)  0.000
C (-0.40325, -3.64730, -3.02630)  0.000
Cl (-2.87671, -0.83523, 2.74741)  0.271
N (3.30304, -1.23833, -1.92224)  0.000
H (1.09631, 3.96615, -2.24643)  0.000
H (1.50341, -2.14528, -0.07010)  0.000
H (-1.70705, -0.88071, -4.18461)  0.000
Fe (-2.96660, 3.49013, -0.15795)  3.575
C (3.53922, -2.59893, -1.47214)  0.000
C (0.42196, 1.94202, -4.30468)  0.002
H (-0.09007, -5.56403, -3.99707)  0.000
H (-0.87288, -2.97190, 6.16972)  0.016
H (3.38866, 0.03322, -3.51973)  0.000
H (3.75916, -2.61888, -0.37938)  0.000
H (1.64505, 4.88373, 3.64081)  0.001
H (-0.75654, 6.27005, 2.26731)  0.001
C (-0.80562, 5.42172, 2.98213)  0.003
C (0.59671, -2.70102, 0.16337)  0.001
H (-1.89987, -1.03854, -1.64532)  0.001
H (1.51573, -3.94931, 1.77686)  0.000
H (-1.59160, -4.88826, -4.44841)  0.000
H (1.68449, 2.96921, -0.78281)  0.000

---

Record 3
Density functional theory data (ωB97M-V with the def2-TZVPD basis set) for a structure of composition C10H17AuBrN6.

Results
HOMO-LUMO gap	6.2370	eV
M	498.16	u
total charge	+3
calculated total energy	-3428.436771	a.u.

Each line ends with the Mulliken charge.
Cartesian coordinates (Å):
H (-2.95293, -1.83753, -2.43624)  0.392
H (-2.37782, -1.81880, -0.76038)  0.394
C (-3.72971, 0.96113, -2.23559)  -1.039
N (1.91503, -0.58412, 1.21292)  -0.620
H (-3.51455, 1.26483, -3.26158)  0.409
C (3.18143, -1.76648, 3.32699)  -0.218
H (3.68921, -2.23443, 4.16221)  0.507
H (-0.72386, 3.78142, -3.53117)  0.218
H (4.96173, -1.67872, 2.08480)  0.435
H (0.19384, -1.05867, 4.78898)  0.407
H (0.16686, -0.60281, 2.33802)  0.512
C (-1.44715, 0.56343, -1.50472)  0.916
N (-1.16066, 1.83412, -1.97903)  -0.183
C (1.82206, -1.45207, 3.43363)  0.373
H (0.98405, 3.77942, -3.41359)  0.237
H (2.02677, 1.94949, -2.44593)  0.240
H (-0.69969, -1.06157, -0.57667)  0.121
C (3.21694, -0.86693, 1.15768)  0.744
H (1.66790, -1.69782, 5.55660)  0.419
H (0.62781, -2.75432, 4.63461)  0.329
Br (3.99256, -0.27524, -0.48532)  -0.005
N (0.10742, 3.34858, -3.15281)  -0.332
C (1.21752, -0.86155, 2.33193)  0.069
H (-3.89487, 1.83106, -1.59805)  0.432
H (-4.65037, 0.38778, -2.25560)  0.310
C (3.90422, -1.46613, 2.17459)  -0.560
C (-3.01659, -1.31615, -1.48025)  -0.980
Au (1.37239, 0.44303, -0.46038)  0.772
N (-2.66189, 0.10209, -1.68233)  -0.019
C (1.03407, -1.73984, 4.67312)  -1.404
H (-1.95060, 2.42943, -2.18765)  0.230
H (-4.04058, -1.37793, -1.12379)  0.344
N (-0.48790, -0.12330, -0.88229)  -0.716
N (1.16029, 1.62319, -2.03337)  -0.472
C (0.06706, 2.27539, -2.38934)  0.740

---

Record 4
Density functional theory data (ωB97M-V with the def2-TZVPD basis set) for the ion C3H8NO2Si with charge +1.

Results
HOMO-LUMO gap	10.4259	eV
M	118.19	u
SMILES	O=C1C[NH2+][C@H]1O[SiH3]
energy relative to the best compared isomer or geometry (same formula, charge and spin)	2.1015	eV
total charge	+1
calculated total energy	-613.510793	a.u.

Each line ends with the Mulliken charge.
Cartesian coordinates (Å):
H (1.95680, -1.29905, -0.52780)  0.374
O (-1.16953, -0.45588, -0.36663)  -0.296
O (0.49011, 2.32196, -0.71856)  -0.336
H (1.62978, 0.69472, 1.38335)  0.344
H (0.09763, -0.61860, -1.93867)  0.380
C (1.73598, 0.54723, 0.35730)  -0.436
N (1.18072, -0.82456, -0.02468)  -0.181
C (0.16669, -0.22671, -0.93950)  0.062
Si (-2.19328, 0.68971, 0.28106)  0.375
H (-2.63319, 1.36152, -0.91666)  -0.040
H (2.74183, 0.48519, -0.15294)  0.324
C (0.74408, 1.21719, -0.54788)  0.198
H (-1.24530, 1.70021, 1.02363)  -0.079
H (0.89533, -1.46687, 0.76906)  0.359
H (-2.94615, -0.13984, 1.25514)  -0.048

---

Record 5
Density functional theory data (ωB97M-V with the def2-TZVPD basis set) for the ion C2H5ClNS with charge +1.

Results
HOMO-LUMO gap	9.4565	eV
M	110.59	u
SMILES	[NH3+]CC(=S)Cl
energy relative to the best compared isomer or geometry (same formula, charge and spin)	0.3821	eV
total charge	+1
calculated total energy	-992.025160	a.u.

Each line ends with the Mulliken charge.
Cartesian coordinates (Å):
H (1.22225, -0.41753, 0.44550)  0.329
H (-0.16460, -1.35736, 0.04221)  0.262
C (-2.28441, -0.16628, 0.07963)  0.558
H (0.67257, -0.35411, -1.02667)  0.336
S (-2.32580, -1.71375, -0.12500)  -0.283
N (0.40781, -0.41268, -0.09647)  -0.155
H (-0.58045, 1.11102, 0.98191)  0.420
H (-0.68492, 1.28944, -0.75802)  0.358
C (-0.63446, 0.59381, 0.09823)  -0.793
Cl (-3.38582, 1.03111, 0.35094)  -0.032

---

Record 6
Density functional theory data (ωB97M-V with the def2-TZVPD basis set) for a cluster of 2 separate species, H3N2O2P in total.

Results
HOMO-LUMO gap (spin up / spin down)	8.1883 / 7.1076	eV
M	94.01	u
energy relative to the best compared isomer or geometry (same formula, charge and spin)	3.8471	eV
2S+1	3
calculated total energy	-602.902733	a.u.

Each line ends with the Löwdin spin population.
Cartesian coordinates (Å):
H (-0.56769, -0.39511, -0.06203)  0.006
O (0.01410, -0.20027, -2.27042)  0.007
H (1.59422, 0.71050, 0.20692)  0.023
P (0.36382, 1.36132, 1.93404)  0.971
N (-0.67375, -1.11645, -1.95245)  0.007
O (-0.88861, -1.18718, -0.67243)  0.029
N (0.79636, 0.47718, 0.75453)  0.803
H (-0.63845, 0.35000, 2.06184)  0.154